84
Properties=species:S:1:pos:R:3:forces:R:3:lowdin_spin:R:1 method="wB97M-V/def2-TZVPD" gap_ev="6.141 / 6.681" de_lowest_kj_mol=99.6 spin_multiplicity=2 e_tot_ha=-3955.0019 charge=+1 e_homo_ev="-9.96 / -9.98"
O 1.385 -0.367 -0.539 0.3 0.3 0.5 -0.03
H 2.751 -0.076 1.631 0.0 -0.1 0.0 0.00
H 0.583 -0.652 2.436 0.0 0.0 0.0 0.00
C 0.745 4.826 -0.904 0.0 0.0 0.0 0.00
C 2.598 -0.885 -0.529 -0.1 -0.4 -0.1 0.00
C 2.145 1.515 4.472 0.0 0.0 0.0 0.00
C 4.123 -2.671 0.243 -0.1 0.0 0.0 0.00
H -3.443 -1.066 5.516 0.0 0.0 0.0 0.00
C 3.199 -4.363 1.677 0.0 0.0 0.0 0.00
I 3.289 1.277 -2.508 0.0 0.0 -0.1 0.00
H -1.015 4.817 -2.115 0.0 0.0 0.0 0.00
I 7.094 -2.838 -0.530 0.0 0.0 0.0 0.00
C -1.704 -2.097 1.391 0.0 -0.1 0.0 0.02
H 1.264 -1.071 4.409 0.0 0.0 0.0 0.00
C 4.269 -3.856 1.000 0.0 0.0 0.0 0.00
C 4.908 -0.935 -1.243 0.1 0.0 0.0 0.00
H 3.281 -5.275 2.252 0.0 0.0 0.0 0.00
C 1.039 6.284 -1.165 0.0 0.0 0.0 0.00
C -2.022 0.238 2.162 0.1 -0.1 0.1 0.00
C 3.622 -0.358 -1.275 0.0 0.0 0.0 0.00
V -0.299 0.084 -0.195 0.6 -0.8 -0.7 1.07
H 1.115 -4.049 2.175 0.0 0.0 0.0 0.00
H -2.431 2.199 2.914 0.0 0.0 0.0 0.00
H -5.829 2.477 -3.511 0.0 0.0 0.0 0.00
C 1.974 -3.671 1.628 0.0 0.0 0.0 0.00
H -2.686 -2.662 3.793 0.0 0.0 0.0 0.00
C 1.267 2.709 0.074 0.0 0.0 0.0 0.00
N -1.115 -1.845 0.271 0.2 0.3 0.1 -0.01
C -2.707 2.754 -2.657 0.0 0.0 0.0 0.00
C -2.093 -1.141 2.400 0.0 0.0 0.0 0.00
H -4.770 0.093 -2.903 0.0 0.0 0.0 0.00
H 2.446 2.480 4.063 0.0 0.0 0.0 0.00
C -2.931 0.173 -1.835 0.0 0.0 0.0 0.00
H 1.053 1.477 4.516 0.0 0.0 0.0 0.00
C -1.766 2.160 -1.830 0.0 -0.1 0.0 0.00
H 1.610 6.358 -2.092 0.0 0.0 0.0 0.00
C 1.560 4.049 -0.096 0.0 0.0 0.0 0.00
H 0.310 0.967 2.501 0.0 0.0 0.0 0.00
N 0.204 2.140 -0.497 0.0 0.0 -0.1 0.00
N -1.863 0.881 -1.455 -0.1 0.2 0.0 0.00
C 5.160 -2.056 -0.509 0.0 0.0 0.0 0.00
H 4.679 0.475 4.511 0.0 0.0 0.0 0.00
H 2.428 4.469 0.395 0.0 0.0 0.0 0.00
H -5.202 4.352 -4.788 0.0 0.0 0.0 0.00
O -1.517 0.684 1.021 -0.7 0.3 0.1 0.00
C -3.922 0.706 -2.626 0.0 0.0 0.0 0.00
C -3.046 -0.705 4.578 0.0 0.0 0.0 0.00
H 2.510 1.442 5.497 0.0 0.0 0.0 0.00
H 2.827 -1.088 5.205 0.0 0.0 0.0 0.00
N 2.220 0.538 2.235 0.0 0.0 -0.1 0.00
C -4.846 2.613 -3.974 0.0 0.0 0.0 0.00
H -1.949 -3.141 1.575 0.0 0.0 0.0 0.00
C -2.978 0.664 4.324 0.0 0.0 0.0 0.00
C 4.226 0.497 3.520 0.0 0.0 0.0 0.00
H 4.504 1.432 3.032 0.0 0.0 0.0 0.00
N -0.916 -2.975 -0.485 0.1 -0.1 -0.1 -0.01
H 4.641 -0.334 2.942 0.0 0.0 0.0 0.00
C 2.841 -2.072 0.244 0.0 0.0 0.0 0.00
H 5.229 -4.354 1.027 0.0 0.0 0.0 0.00
C -0.601 2.883 -1.275 0.0 0.0 0.0 0.00
C -2.478 1.138 3.126 0.0 0.0 0.0 0.00
H -3.323 1.366 5.073 0.0 0.0 0.0 0.00
N 0.844 0.246 2.025 -0.2 0.0 0.0 0.00
C -3.804 2.019 -3.070 0.0 0.0 0.0 0.00
H 2.668 -1.796 3.595 0.0 0.0 0.0 0.00
S -0.265 -1.255 -2.480 -0.1 0.3 0.3 -0.04
N -0.211 -3.891 -2.422 0.1 0.0 0.0 0.00
H -0.469 -4.782 -2.033 0.0 0.0 0.0 0.00
H -2.971 -0.852 -1.497 0.0 0.0 0.0 0.00
O -0.129 7.050 -1.367 0.0 0.0 0.0 0.00
H -4.843 2.053 -4.916 0.0 0.0 0.0 0.00
H 5.697 -0.479 -1.826 0.0 0.0 0.0 0.00
C 2.710 0.379 3.625 0.0 0.0 0.0 0.00
C 2.339 -0.975 4.236 0.0 0.0 0.0 0.00
H -2.605 3.779 -2.977 0.0 0.0 0.0 0.00
O -4.554 3.977 -4.183 0.0 0.0 0.0 0.00
H 1.892 2.074 0.691 0.0 0.0 0.0 0.00
C -0.474 -2.778 -1.696 -0.2 0.0 0.0 -0.01
H -0.551 7.220 -0.519 0.0 0.0 0.0 0.00
N 1.797 -2.563 0.956 0.0 0.0 0.0 0.00
H -0.052 -3.813 -3.409 0.0 0.0 0.0 0.00
C -2.618 -1.595 3.616 0.0 0.0 0.0 0.00
H 1.667 6.687 -0.366 0.0 0.0 0.0 0.00
C -0.356 4.223 -1.499 0.0 0.0 0.0 0.00

---

77
Properties=species:S:1:pos:R:3:forces:R:3:lowdin_spin:R:1 method="wB97M-V/def2-TZVPD" gap_ev="6.685 / 7.354" de_lowest_kj_mol=0.0 spin_multiplicity=5 e_tot_ha=-3845.1867 charge=+2 e_homo_ev="-13.54 / -13.62"
C 0.972 1.731 -3.140 0.0 0.0 0.0 0.01
C -1.571 3.807 -0.578 0.0 0.0 -0.1 0.00
C 1.225 -4.363 -2.505 0.1 0.0 0.0 0.00
H 4.584 -1.232 -2.095 0.0 0.0 0.0 0.00
C 0.895 -2.198 -1.456 0.0 0.0 0.0 -0.01
H -2.714 -0.490 -2.400 0.0 0.0 0.0 0.00
H 4.609 2.422 1.846 0.0 0.0 0.0 0.00
C 2.190 3.713 -3.646 0.0 0.0 0.0 0.00
S -1.924 2.037 -0.561 0.0 0.0 0.1 0.01
H 1.649 3.290 -0.343 0.0 0.0 0.0 0.00
P -1.235 -1.392 -0.124 0.0 -0.1 0.0 -0.06
O 0.522 1.583 2.989 -0.1 0.0 0.0 0.01
C -1.413 -1.088 2.611 0.0 0.0 0.0 0.00
H 2.740 4.873 -1.911 0.0 0.0 0.0 0.00
H -3.872 2.620 0.660 0.0 0.0 0.0 0.00
C -5.283 -1.823 0.162 0.0 0.0 0.0 0.00
C -3.929 -1.856 0.471 0.0 0.0 0.0 -0.01
H -6.764 -1.285 -1.287 0.0 0.0 0.0 0.00
P 1.391 1.044 1.768 0.0 0.1 0.0 0.03
H 0.483 0.813 -3.438 0.0 0.0 0.0 0.00
C -0.433 -2.587 -1.178 -0.1 0.0 0.0 0.00
H 3.254 0.268 3.794 0.0 0.0 0.0 0.00
H -3.599 -2.269 1.415 0.0 0.0 0.0 0.00
C -4.785 -0.829 -1.977 0.0 0.0 0.0 0.00
H -1.923 -0.158 2.384 0.0 0.0 0.0 0.00
H 0.045 -3.750 1.084 0.0 0.0 0.0 0.00
C 2.809 4.603 -4.588 0.0 0.0 0.0 0.00
C -0.557 -2.641 4.226 0.0 0.0 0.0 0.00
H -0.498 3.058 3.954 0.0 0.0 0.0 0.00
H -0.973 4.024 -1.461 0.0 0.0 0.0 0.00
C 2.675 -0.588 -1.310 0.0 0.0 0.0 0.01
C -0.103 -3.463 3.203 0.0 0.0 0.0 0.00
N 3.305 5.314 -5.339 0.0 0.0 0.0 0.00
H 4.147 0.785 1.321 0.0 0.0 0.0 0.00
C -3.003 -1.367 -0.449 0.0 0.0 0.0 -0.01
H -0.468 -5.648 -2.594 0.0 0.0 0.0 0.00
H 3.773 -3.434 -2.813 0.0 0.0 0.0 0.00
O 1.935 -0.338 2.278 0.0 0.0 0.0 0.00
C -0.928 -3.799 -1.576 0.0 0.0 0.0 0.00
H 3.940 2.177 0.221 0.0 0.0 0.0 0.00
C 2.521 -0.513 3.598 0.0 0.0 0.0 0.00
C 3.552 -1.511 -1.928 0.0 0.1 0.0 -0.01
C 3.103 -2.737 -2.325 0.0 0.0 0.0 0.03
C 1.757 -3.113 -2.100 0.0 0.0 0.0 -0.01
H -1.951 -4.081 -1.355 0.0 0.0 0.0 0.00
O 2.594 2.105 1.811 0.0 -0.1 0.0 0.01
H 1.873 -5.062 -3.020 0.0 0.0 0.0 0.00
H -3.394 0.940 0.944 0.0 0.0 0.0 0.00
Mn 0.151 0.596 -0.435 0.0 0.0 -0.1 4.12
H 0.403 -4.390 3.437 0.0 0.0 0.0 0.00
H -0.184 3.404 2.237 0.0 0.0 0.0 0.00
H 3.001 -1.485 3.583 0.0 0.0 0.0 0.00
C -1.211 -1.452 3.931 0.0 0.0 0.0 0.00
C -0.081 -4.692 -2.267 -0.1 0.0 0.0 -0.01
C 2.239 3.990 -2.282 0.0 0.0 0.0 0.00
C 1.539 2.563 -4.084 0.0 0.0 0.0 0.00
C 1.362 -0.909 -1.088 0.0 0.1 0.0 -0.18
C -0.973 -1.919 1.580 0.0 0.0 0.0 0.00
H -6.004 -2.209 0.871 0.0 0.0 0.0 0.00
H 3.070 0.384 -1.038 0.0 0.0 0.0 0.00
C 1.632 3.108 -1.412 0.0 0.0 0.0 0.01
C -0.309 -3.106 1.878 0.0 0.0 0.0 0.00
C -5.708 -1.308 -1.053 0.0 0.0 0.0 -0.01
N 1.009 1.996 -1.826 0.0 0.0 0.0 0.02
H 1.138 3.523 3.427 0.0 0.0 0.0 0.00
H 1.731 -0.486 4.343 0.0 0.0 0.0 0.00
C 3.901 1.845 1.259 0.0 0.0 0.0 0.00
H -1.564 -0.812 4.730 0.0 0.0 0.0 0.00
C 0.234 2.983 3.157 0.0 0.0 0.0 0.00
C -3.435 -0.855 -1.677 0.0 0.0 0.0 -0.01
H -2.522 2.265 1.774 0.0 0.0 0.0 0.00
H -2.522 4.329 -0.663 0.0 0.0 0.0 0.00
H -5.122 -0.440 -2.929 0.0 0.0 0.0 0.00
H -1.049 4.130 0.320 0.0 0.0 0.0 0.00
C -3.030 1.962 0.861 0.0 -0.1 0.0 0.01
H -0.404 -2.931 5.258 0.0 0.0 0.0 0.00
H 1.485 2.319 -5.135 0.0 0.0 0.0 0.00

---

87
Properties=species:S:1:pos:R:3:forces:R:3:lowdin_spin:R:1 method="wB97M-V/def2-TZVPD" gap_ev="7.784 / 7.793" de_lowest_kj_mol=41.9 spin_multiplicity=2 e_tot_ha=-4242.9479 e_homo_ev="-7.70 / -7.70"
C 0.716 5.622 -3.932 0.0 0.0 0.0 0.00
F 0.429 -0.238 -3.026 0.2 -0.4 0.0 0.00
H 4.376 -1.738 -0.889 -0.1 0.0 0.0 0.00
H 5.238 -3.044 1.017 0.0 0.0 0.0 0.00
C -0.970 4.518 1.541 0.0 0.1 0.0 0.00
F 2.806 2.893 -0.601 0.0 0.0 0.0 0.00
H 0.028 -5.013 3.623 0.0 0.0 0.0 0.00
C -0.686 5.089 2.771 0.0 0.0 0.0 0.00
C 0.416 4.656 3.498 0.0 0.0 0.0 0.00
C -0.046 4.492 -4.201 0.0 0.0 0.0 0.00
P -0.508 2.750 -0.574 0.1 0.1 -0.1 0.01
C 0.665 -5.709 0.368 0.0 0.0 0.0 0.00
C -4.807 -2.316 1.786 0.0 0.0 0.0 0.00
H -2.705 3.565 -1.240 0.0 0.0 0.0 0.00
H 4.459 -3.341 -1.105 0.0 0.1 -0.1 0.00
N 3.952 -2.618 -0.604 0.0 0.0 0.1 0.00
C -0.416 3.647 -3.169 0.0 0.0 0.0 0.00
O -0.182 -0.998 0.042 0.7 -0.4 -0.3 0.01
C -4.018 0.915 -1.614 0.0 0.0 0.0 0.00
C 3.732 -1.713 1.754 0.0 -0.1 0.1 0.00
H 1.712 6.778 -2.425 0.0 0.0 0.0 0.00
Te 2.155 -2.512 -2.709 -0.1 0.3 -0.2 0.00
H -0.341 4.262 -5.216 0.0 0.0 0.0 0.00
H -2.603 -2.880 -1.929 0.0 0.0 0.0 0.00
H 0.639 5.103 4.458 0.0 0.0 0.0 0.00
H -1.321 5.875 3.159 0.0 0.0 0.0 0.00
H 2.100 -0.058 3.220 0.0 0.0 0.0 0.00
C -1.858 -2.093 -1.795 -0.1 -0.1 0.0 0.00
F 4.168 1.298 -1.511 0.0 0.0 -0.1 0.00
H 1.014 6.277 -4.740 0.0 0.0 0.0 0.00
C 0.037 -4.898 2.547 0.0 0.0 0.0 0.00
P -1.213 -2.128 -0.101 -0.5 0.6 0.4 0.00
H 3.991 -0.734 1.341 0.0 -0.1 -0.2 0.00
N -1.834 0.388 -1.458 0.2 -0.1 -0.1 0.00
C -2.343 2.690 -0.697 0.0 0.0 0.0 0.00
F 1.756 -2.134 -4.482 0.1 -0.1 0.0 0.00
H -2.737 2.751 0.322 0.0 0.0 0.0 0.00
H 0.700 -0.468 2.495 0.0 0.0 0.0 0.00
C -2.757 1.387 -1.317 0.0 0.0 0.0 0.00
H 2.092 -2.441 2.933 0.0 -0.1 -0.1 0.00
F 2.028 1.696 -2.400 0.0 0.0 0.1 0.01
H 1.147 -6.700 2.205 0.0 0.0 0.0 0.00
H -1.822 4.872 0.973 0.0 0.0 0.0 0.00
C -0.030 3.935 -1.861 -0.1 0.1 0.1 0.00
F 3.392 -1.064 -2.854 0.1 -0.1 -0.1 0.00
H -4.937 1.479 -1.577 0.0 0.0 0.0 0.00
H -5.621 -3.023 1.883 0.0 0.0 0.0 0.00
H 1.063 5.268 -0.582 0.0 0.0 0.0 0.00
H 3.641 -3.761 1.114 0.0 0.0 0.0 0.00
H -4.653 -1.157 -2.179 0.0 0.0 0.0 0.00
C 0.947 3.072 1.765 -0.1 -0.1 0.0 0.00
F 1.093 -4.140 -3.055 0.1 0.0 0.0 0.00
H -1.909 0.211 1.417 0.0 0.0 0.0 0.00
H 1.574 2.278 1.381 0.0 0.0 0.0 0.00
F 2.224 0.646 -0.435 -0.4 -0.2 0.0 0.02
H -1.069 -2.246 -2.536 0.0 0.1 0.0 0.00
C -2.529 -0.743 -1.821 0.1 0.0 -0.1 0.00
C -3.848 -0.163 2.274 0.0 0.0 0.0 0.00
C 1.228 3.650 2.996 0.0 0.0 0.0 0.00
H -3.614 -3.633 0.591 0.0 0.0 0.0 0.00
C 0.047 -4.614 -0.221 -0.1 0.0 0.0 0.00
C 1.108 5.904 -2.632 0.0 0.0 0.0 0.00
C -0.566 -3.654 0.579 0.1 0.0 -0.2 0.00
C 2.242 -1.756 2.086 0.0 0.0 0.0 0.00
H 4.313 -1.829 2.674 0.0 0.2 0.0 0.00
C 0.738 5.061 -1.594 0.0 0.0 0.0 0.00
C 4.177 -2.846 0.838 0.1 -0.2 0.0 0.00
N 1.704 -0.424 2.360 0.1 0.0 0.1 0.00
C -2.640 -1.740 0.923 0.1 0.0 0.0 0.00
H -1.062 -3.061 2.593 0.0 0.0 0.0 0.00
H -3.914 0.808 2.748 0.0 0.0 0.0 0.00
C -4.890 -1.068 2.393 0.0 0.0 0.0 0.00
F 3.581 -3.602 -3.199 0.0 0.0 0.1 0.00
H 1.139 -6.454 -0.257 0.0 0.0 0.0 0.00
H 2.087 3.313 3.562 0.0 0.0 0.0 0.00
H 0.028 -4.523 -1.298 0.1 0.0 0.0 0.00
H -1.000 2.756 -3.385 0.0 0.0 0.0 0.00
C 0.665 -5.846 1.748 0.0 0.0 0.0 0.00
C -0.152 3.510 1.030 0.0 0.0 0.0 0.00
H 1.699 -2.181 1.241 0.0 0.1 -0.1 0.00
B 2.893 1.691 -1.269 0.0 0.1 0.1 0.00
C -3.681 -2.655 1.056 0.0 0.0 0.0 0.00
C -2.721 -0.496 1.536 0.0 0.0 0.0 0.00
C -3.870 -0.457 -1.928 0.0 0.0 0.0 0.00
H -5.773 -0.804 2.961 0.0 0.0 0.0 0.00
Ti 0.284 0.406 -1.355 -0.5 0.4 0.5 0.94
C -0.580 -3.802 1.968 0.1 0.0 0.0 0.00